## 1
The following is a quantum chemistry calculation of a 2-piece molecular cluster, C5H8S overall, from the OMol25 dataset.

Geometry (Å):
C (1.48, 0.57, -0.87)
C (1.82, 0.65, 0.27)
C (-1.68, -0.47, -0.11)
C (2.25, 0.65, 1.65)
C (-1.63, -1.08, -1.47)
S (-2.99, 0.39, 0.23)
H (1.00, 0.55, -1.85)
H (-2.80, 0.63, 1.50)
H (2.36, 1.67, 2.11)
H (1.53, 0.09, 2.20)
H (3.18, 0.22, 1.84)
H (-0.49, -1.22, -1.83)
H (-2.03, -2.09, -1.29)
H (-1.99, -0.54, -2.37)

The total charge is 0. As for the HOMO energy: -8.1 eV.

=====

## 2
The following is a quantum chemistry calculation of a 2-piece molecular cluster, C5H8S overall, from the OMol25 dataset.

Geometry (Å):
C (1.26, 2.00, 0.05)
C (0.19, 2.55, 0.51)
C (-1.17, -0.61, -0.72)
C (0.52, -1.67, 0.76)
C (-0.24, -1.72, -0.33)
S (-1.06, 3.18, 1.16)
H (1.13, 0.91, 0.12)
H (-1.74, -0.32, 0.15)
H (-0.54, 0.28, -1.00)
H (-1.91, -0.74, -1.68)
H (2.02, 2.38, -0.66)
H (0.50, -0.98, 1.50)
H (1.24, -2.61, 1.02)
H (-0.21, -2.66, -0.89)

Its SMILES is C=C=S.C=CC. The total charge is 0. As for the HOMO energy: -8.7 eV.

=====

Which one sits at the bottom of the stability order? 1 does.

=====

## 1
The following is a quantum chemistry calculation of a 2-piece molecular cluster, C5H8S overall, from the OMol25 dataset.

Geometry (Å):
C (-1.75, -1.20, -1.56)
C (-0.65, -1.67, -1.15)
C (-0.20, 2.14, -0.40)
C (0.93, 1.59, 0.04)
C (0.39, -2.15, -0.59)
S (1.92, 2.14, 1.36)
H (-2.70, -1.67, -1.95)
H (-1.60, -0.05, -1.59)
H (-0.84, 1.91, -1.17)
H (-0.39, 2.97, 0.21)
H (1.41, 0.68, -0.38)
H (1.11, -2.78, -1.12)
H (3.11, 1.30, 1.15)
H (0.37, -2.18, 0.49)

Its SMILES is C=C=C.C=CS. The total charge is 0. As for the HOMO energy: -8.7 eV.

=====

## 2
The following is a quantum chemistry calculation of the molecule C5H8S, from the OMol25 dataset.

Geometry (Å):
C (0.25, -0.76, 0.92)
C (0.48, -0.56, -0.37)
C (0.00, 0.64, 0.47)
C (1.09, -0.72, -1.70)
C (-1.51, 1.16, 0.30)
S (0.98, 2.00, 1.13)
H (0.20, -1.59, 1.57)
H (2.00, -1.32, -1.56)
H (1.24, 0.25, -2.13)
H (0.35, -1.24, -2.29)
H (-2.03, 0.68, -0.42)
H (-1.27, 2.23, 0.03)
H (-2.00, 1.26, 1.20)
H (2.18, 1.34, 1.30)

Its SMILES is CC1=C[C@@]1(C)S. The total charge is 0. As for the HOMO energy: -8.5 eV.

=====

## 3
The following is a quantum chemistry calculation of the molecule C5H8S, from the OMol25 dataset.

Geometry (Å):
C (2.84, 0.13, 0.16)
C (1.67, -0.69, -0.08)
C (0.47, -0.14, -0.16)
C (-2.18, 0.17, -0.19)
C (-3.47, 0.04, 0.21)
H (3.30, 0.06, 1.17)
H (3.69, -0.08, -0.51)
H (2.69, 1.21, 0.03)
H (1.71, -1.77, -0.25)
H (0.34, 0.94, -0.34)
H (-2.00, 1.10, -0.72)
H (-4.10, 0.95, 0.11)
H (-4.01, -0.85, 0.62)
S (-0.95, -1.07, -0.05)

Its SMILES is C=CS/C=C/C. The total charge is 0. As for the HOMO energy: -7.8 eV.

=====

Which one sits at the bottom of the stability order? 1 does.

=====

## 1
The following is a quantum chemistry calculation of the molecule C5H8S, from the OMol25 dataset.

Geometry (Å):
C (1.68, 0.14, -0.19)
C (0.54, 1.02, 0.25)
C (-0.70, 0.37, -0.40)
C (-1.82, -0.48, -0.15)
C (-0.66, -1.02, 0.39)
H (1.96, 0.38, -1.16)
H (2.57, 0.25, 0.51)
H (0.44, 1.98, -0.24)
H (0.79, 1.01, 1.38)
H (-0.36, 0.00, -1.36)
H (-2.51, -0.22, 0.57)
H (-2.09, -1.11, -1.04)
H (-0.78, -0.80, 1.50)
S (0.94, -1.52, -0.07)

Its SMILES is C1C[C@@H]2C[C@H]2S1. The total charge is 0. As for the HOMO energy: -8.4 eV.

=====

## 2
The following is a quantum chemistry calculation of the molecule C5H8S, from the OMol25 dataset.

Geometry (Å):
C (-1.29, -0.62, -0.09)
C (-0.17, -0.68, 0.85)
C (1.13, -0.05, 0.23)
C (0.92, 1.41, -0.17)
C (0.68, 2.59, -0.33)
H (-2.27, -0.86, 0.36)
H (-1.41, -1.35, -0.90)
H (-1.35, 0.40, -0.49)
H (0.11, -1.75, 1.18)
H (-0.39, 0.00, 1.67)
H (1.90, -0.07, 1.00)
H (0.31, -1.45, -1.44)
H (0.22, 3.48, -0.67)
S (1.59, -1.04, -1.21)

Its SMILES is C#C[C@H](S)CC. The total charge is 0. As for the HOMO energy: -9.1 eV.

=====

## 3
The following is a quantum chemistry calculation of the molecule C5H8S, from the OMol25 dataset.

Geometry (Å):
C (-2.89, -0.28, -1.07)
C (-1.76, 0.12, -0.78)
C (1.90, -1.83, 0.92)
C (-0.40, 1.95, 0.02)
C (-0.42, 0.61, -0.59)
S (0.77, -0.65, -0.39)
H (-3.85, -0.71, -1.18)
H (2.22, -2.49, 0.27)
H (1.17, -2.22, 1.51)
H (2.50, -1.31, 1.63)
H (-0.92, 2.12, 1.08)
H (0.72, 2.17, 0.10)
H (-0.88, 2.55, -0.64)
H (1.85, -0.03, -0.89)

The total charge is 0. As for the HOMO energy (spin up / spin down): -7.2 / -7.2 eV.

=====

## 4
The following is a quantum chemistry calculation of a 2-piece molecular cluster, C5H8S overall, from the OMol25 dataset.

Geometry (Å):
C (1.75, 0.20, 0.07)
C (-1.47, 0.38, 1.71)
C (0.66, 1.11, 0.35)
C (-0.50, 0.84, 0.99)
C (-0.74, -1.42, -1.63)
S (-1.31, 0.15, -1.61)
H (1.96, 0.26, -1.01)
H (2.65, 0.61, 0.39)
H (-2.22, -0.19, 1.17)
H (-1.53, 0.58, 2.73)
H (0.65, 2.09, -0.18)
H (1.50, -0.80, 0.54)
H (-0.13, -1.80, -2.55)
H (-1.26, -2.03, -0.96)

Its SMILES is C=C=CC.C=S. The total charge is 0. As for the HOMO energy: -8.5 eV.

=====

Which one sits at the bottom of the stability order? 3 does.

=====

## 1
The following is a quantum chemistry calculation of a 20-piece molecular cluster, H39O20 overall, from the OMol25 dataset.

Geometry (Å):
O (1.42, 1.85, 4.69)
H (0.66, 1.52, 4.21)
O (4.62, 1.77, -1.85)
H (5.12, 2.27, -1.19)
H (5.16, 0.97, -1.92)
O (5.94, -1.21, -0.49)
H (5.09, -1.06, -0.06)
H (5.87, -2.20, -0.42)
O (0.39, -0.29, -3.70)
H (0.50, 0.38, -3.02)
H (1.60, 1.11, 5.27)
O (1.14, -4.26, 0.28)
H (1.73, -3.50, 0.31)
H (1.42, -4.86, -0.40)
O (-4.67, -1.06, 1.46)
H (-3.95, -0.84, 2.05)
H (-4.33, -0.95, 0.57)
O (1.81, -1.59, 0.30)
H (0.85, -1.42, 0.49)
H (2.07, -0.83, -0.23)
O (-0.61, -0.78, -0.10)
H (0.65, -1.13, -3.33)
H (-2.79, 3.88, 0.86)
O (3.05, -2.63, -2.37)
H (2.99, -1.83, -1.84)
H (3.16, -2.47, -3.30)
O (-0.48, 3.85, -3.38)
H (0.38, 3.73, -2.97)
H (-0.90, 3.19, -2.79)
O (-2.15, -1.73, 1.75)
H (-1.55, -2.09, 1.08)
H (-2.99, -2.18, 1.60)
O (-1.88, 2.35, 1.35)
H (-2.34, 1.51, 1.31)
H (-1.22, 2.40, 0.66)
O (-1.18, 1.19, -1.42)
H (-2.03, 0.93, -1.79)
H (-0.75, -0.22, 0.67)
O (-3.63, 4.37, 0.99)
H (-1.04, 0.20, -0.88)
H (-4.23, 3.92, 0.38)
O (-5.30, 2.00, -0.39)
H (-5.60, 1.52, -1.17)
H (-5.70, 1.62, 0.36)
O (-0.57, -2.63, -2.64)
H (-0.56, -3.44, -2.14)
H (-0.40, -1.93, -1.99)
O (0.25, -0.48, 3.83)
H (-0.55, 0.05, 3.82)
H (0.26, -1.09, 3.12)
O (2.11, 1.08, -0.60)
H (1.74, 1.90, -0.92)
H (1.40, 0.60, -0.16)
O (-4.62, 2.82, 2.86)
H (-3.87, 2.41, 3.29)
H (-4.16, 3.59, 2.43)
O (4.48, -3.64, -0.57)
H (4.29, -3.75, -1.52)
H (3.91, -2.87, -0.45)

The total charge is -1. As for the HOMO energy: -7.3 eV.

=====

## 2
The following is a quantum chemistry calculation of a 20-piece molecular cluster, H39O20 overall, from the OMol25 dataset.

Geometry (Å):
O (0.79, -1.38, 2.03)
H (0.31, 0.69, 0.82)
O (1.02, -0.53, 5.11)
H (0.50, -0.93, 4.39)
H (2.02, -0.48, 4.91)
O (1.19, 0.82, -4.52)
H (3.07, 4.82, -1.55)
H (2.03, 1.11, -4.88)
O (-2.30, -0.34, 0.51)
H (-2.35, 0.53, 0.82)
H (-0.78, 1.55, -1.80)
O (-0.06, 2.14, -1.53)
H (-0.56, -2.83, -0.67)
H (1.30, 1.20, -3.72)
O (-0.19, -3.32, -4.31)
H (0.26, -1.99, 1.45)
H (0.14, -0.70, 2.12)
O (-3.85, -1.40, -1.13)
H (-3.83, -0.69, -1.69)
H (-3.35, -0.87, -0.38)
O (-1.23, 4.77, -1.34)
H (0.11, -3.00, -3.45)
H (1.68, -3.72, -2.20)
O (4.34, -1.84, 1.47)
H (3.87, -1.51, 0.77)
H (3.91, -1.74, 2.32)
O (-1.50, -2.68, 1.32)
H (-1.69, -3.52, 0.81)
H (2.83, -4.56, -2.74)
O (0.05, -3.62, -0.87)
H (-2.05, -1.83, 0.95)
H (-0.69, -4.23, -1.37)
O (0.16, 1.59, 1.33)
H (-2.23, -0.07, 5.83)
H (-0.63, -4.07, -4.47)
O (4.69, -0.47, -1.16)
H (5.53, -0.60, -0.79)
H (-1.35, 4.21, -0.56)
O (3.11, 4.90, -0.54)
H (-0.98, 4.03, -1.89)
H (3.66, 4.03, -0.50)
O (-1.72, 4.50, 1.94)
H (-0.85, 4.02, 2.28)
H (-2.51, 3.97, 2.44)
O (-2.37, -3.51, -1.86)
H (-1.66, -3.34, -2.32)
H (-1.25, 2.73, 4.89)
O (-2.52, 0.58, 5.31)
H (-2.81, -2.61, -1.34)
H (-3.46, 0.35, 5.05)
O (2.63, -3.61, -2.63)
H (-0.28, 2.59, -0.71)
H (-0.50, 1.40, 1.88)
O (-1.26, 2.38, -4.70)
H (-0.33, 2.15, -4.42)
H (-1.82, 2.07, -3.85)
O (-0.49, 2.59, 5.38)
H (-0.42, 1.54, 5.55)
H (4.69, -1.25, -1.76)

The total charge is -1. As for the HOMO energy: -6.9 eV.

=====

Which one sits at the bottom of the stability order? 2 does.

=====

## 1
The following is a quantum chemistry calculation of the molecule C6H9N3O2, from the OMol25 dataset.

Geometry (Å):
C (-1.88, 1.81, -0.53)
C (-2.63, 0.77, 0.01)
C (-0.58, 0.19, -0.04)
C (0.77, -0.57, 0.00)
C (-2.20, -1.60, 0.45)
C (2.57, -0.13, -0.02)
N (-0.61, 1.44, -0.54)
N (-1.81, -0.25, 0.34)
N (3.09, 0.21, -1.29)
O (2.63, 1.00, 0.93)
O (0.69, -1.78, 0.13)
H (-2.23, 2.83, -0.56)
H (-3.71, 0.82, 0.27)
H (-1.44, -2.05, 1.14)
H (-3.21, -1.68, 0.80)
H (-2.03, -2.02, -0.53)
H (2.98, -1.00, 0.45)
H (2.66, 0.55, 1.80)
H (2.81, 1.17, -1.51)
H (4.13, 0.31, -1.29)

Its SMILES is Cn1ccnc1C(=O)[C@@H](N)O. The total charge is 0. As for the HOMO energy: -8.8 eV.

=====

## 2
The following is a quantum chemistry calculation of the molecule C6H9N3O2, from the OMol25 dataset.

Geometry (Å):
C (-0.59, -1.58, -1.20)
C (-0.99, -2.14, 0.07)
C (0.04, -0.38, -1.21)
C (-0.53, -1.57, 1.19)
C (0.52, 0.31, 0.01)
C (-0.91, 2.18, -0.18)
N (0.01, -0.31, 1.22)
N (0.45, 1.71, -0.10)
N (2.17, 0.03, -0.03)
O (2.63, -0.19, -1.09)
O (2.73, 0.18, 0.99)
H (-0.83, -2.08, -2.07)
H (-1.46, -3.01, 0.22)
H (0.44, 0.15, -2.01)
H (-0.72, -2.11, 2.06)
H (-1.40, 1.82, -1.24)
H (-1.66, 1.81, 0.65)
H (-1.06, 3.16, -0.05)
H (0.13, 0.01, 2.13)
H (1.05, 2.02, 0.65)

Its SMILES is CN[C@]1([N+](=O)[O-])C=CC=CN1. The total charge is 0. As for the HOMO energy: -8.1 eV.

=====

## 3
The following is a quantum chemistry calculation of the molecule C6H9N3O2, from the OMol25 dataset.

Geometry (Å):
C (-0.87, 2.41, -0.53)
C (0.51, 2.13, -0.55)
C (-1.86, 1.56, -0.09)
C (2.17, 0.55, -0.06)
C (-1.10, -0.68, 0.86)
C (-0.04, -2.80, -0.06)
N (-1.67, 0.46, 0.65)
N (0.92, 1.06, -0.03)
N (-0.72, -1.51, -0.18)
O (2.51, -0.10, 1.05)
O (2.82, 0.47, -1.05)
H (-1.20, 3.38, -0.80)
H (1.01, 2.87, -1.05)
H (-2.92, 1.84, -0.18)
H (-0.78, -1.07, 1.77)
H (-0.82, -3.51, -0.52)
H (0.90, -2.76, -0.72)
H (0.32, -2.93, 0.99)
H (-0.92, -1.25, -1.11)
H (1.74, -0.12, 1.60)

Its SMILES is CN\C=N/C=C\C=N\C(=O)O. The total charge is 0. As for the HOMO energy: -8.1 eV.

=====

Which one sits at the bottom of the stability order? 2 does.